{
  "formula": "C44H116N8O14",
  "method": "ωB97M-V/def2-TZVPD",
  "gap_ev": 9.0,
  "smiles": "COC[C@H](C)N.COC[C@H](C)N.COC[C@H](C)N.COC[C@H](C)N.COCCNCCOC.COCCNCCOC.COCCNCCOC.COCCNCCOC.CCO.CCO",
  "spin_multiplicity": 1,
  "total_charge": 0,
  "e_tot_ha": -3237.07730,
  "lumo_ha": 0.0231,
  "relative_energy_kcal_mol": 0.0,
  "symbols": ["C", "O", "C", "C", "C", "N", "H", "H", "H", "H", "H", "H", "H", "H", "H", "H", "H", "C", "O", "C", "C", "C", "N", "H", "H", "H", "H", "H", "H", "H", "H", "H", "H", "H", "C", "O", "C", "C", "C", "N", "H", "H", "H", "H", "H", "H", "H", "H", "H", "H", "H", "C", "O", "C", "C", "C", "N", "H", "H", "H", "H", "H", "H", "H", "H", "H", "H", "H", "C", "O", "C", "C", "N", "C", "C", "O", "C", "H", "H", "H", "H", "H", "H", "H", "H", "H", "H", "H", "H", "H", "H", "H", "C", "O", "C", "C", "N", "C", "C", "O", "C", "H", "H", "H", "H", "H", "H", "H", "H", "H", "H", "H", "H", "H", "H", "H", "C", "O", "C", "C", "N", "C", "C", "O", "C", "H", "H", "H", "H", "H", "H", "H", "H", "H", "H", "H", "H", "H", "H", "H", "C", "O", "C", "C", "N", "C", "C", "O", "C", "H", "H", "H", "H", "H", "H", "H", "H", "H", "H", "H", "H", "H", "H", "H", "C", "C", "O", "H", "H", "H", "H", "H", "H", "C", "C", "O", "H", "H", "H", "H", "H", "H"],
  "positions_angstrom": [[-4.0977, -0.8756, -6.9884], [-4.2863, -1.8623, -6.0326], [-3.2298, -2.7544, -6.0149], [-3.4655, -3.8764, -4.9094], [-3.4292, -3.4052, -3.4270], [-2.4638, -4.9178, -5.0682], [-5.0034, -0.2881, -7.1385], [-3.8092, -1.3296, -7.9365], [-3.2377, -0.2415, -6.7730], [-3.1044, -3.1750, -7.0127], [-2.3024, -2.2465, -5.7499], [-4.4548, -4.3037, -5.0736], [-3.6592, -4.2659, -2.7989], [-4.1591, -2.6061, -3.2971], [-2.4266, -3.1019, -3.1253], [-2.7190, -5.3563, -5.9415], [-2.7082, -5.6913, -4.4666], [0.5743, -3.5067, 6.7296], [0.6533, -3.9925, 5.3933], [0.7773, -2.9530, 4.4537], [0.8949, -3.5806, 3.0578], [2.1378, -4.4585, 2.8833], [0.9042, -2.6065, 2.0075], [1.5605, -3.1743, 7.0537], [0.2268, -4.3217, 7.3646], [-0.1736, -2.7150, 6.7737], [-0.1504, -2.3843, 4.5163], [1.5935, -2.2705, 4.6905], [0.0385, -4.2038, 2.8005], [3.0425, -3.9207, 3.1668], [2.2166, -4.9232, 1.9005], [2.0843, -5.3464, 3.5132], [1.6654, -1.9635, 2.1728], [1.1876, -3.0703, 1.1562], [0.7636, 2.5340, 2.7851], [1.6141, 2.5101, 3.9314], [1.2316, 3.5350, 4.8641], [2.1629, 4.8023, 4.6557], [3.6408, 4.4858, 4.6400], [1.9641, 5.8457, 5.6205], [-0.2589, 2.3650, 3.1226], [0.9686, 1.6789, 2.1409], [0.8203, 3.4885, 2.2619], [0.1829, 3.8310, 4.8928], [1.4013, 3.2025, 5.8882], [1.9483, 5.1993, 3.6636], [3.8258, 3.9122, 3.7317], [3.9501, 3.8874, 5.4969], [4.2181, 5.4056, 4.5467], [1.0840, 6.3060, 5.4373], [2.6345, 6.5729, 5.4160], [-5.7181, 1.2178, -0.8846], [-4.7341, 1.8507, -0.0513], [-4.0052, 0.9228, 0.7452], [-3.5106, 1.6654, 1.9439], [-2.6198, 2.8324, 1.6311], [-2.7832, 0.7853, 2.8458], [-6.4532, 0.7445, -0.2337], [-5.2976, 0.5308, -1.6190], [-6.1666, 2.0845, -1.3701], [-4.6435, 0.1208, 1.1160], [-3.1483, 0.6358, 0.1357], [-4.3425, 1.9408, 2.5921], [-1.7352, 2.4554, 1.1178], [-2.3178, 3.3963, 2.5136], [-3.0487, 3.5699, 0.9527], [-2.0310, 0.3658, 2.3182], [-3.3122, -0.0414, 3.0841], [0.1238, 3.6437, -1.2769], [0.7707, 4.8041, -0.7039], [-0.1396, 5.6746, -0.0384], [-0.7728, 6.6080, -1.0679], [0.0055, 7.8342, -1.2757], [1.3409, 7.5723, -1.8331], [2.0251, 8.8626, -2.3484], [1.2934, 9.3031, -3.4341], [2.0754, 10.2259, -4.1961], [-0.1472, 2.8836, -0.5442], [0.8592, 3.1290, -1.8953], [-0.7432, 3.8567, -1.9023], [0.3087, 6.2916, 0.7404], [-0.8518, 5.0095, 0.4499], [-1.7179, 6.9077, -0.6149], [-0.9594, 6.1613, -2.0444], [-0.4818, 8.3961, -1.9590], [1.2851, 6.8508, -2.6481], [1.9292, 7.0745, -1.0623], [3.0575, 8.6019, -2.5814], [1.9996, 9.6234, -1.5682], [2.4577, 11.0694, -3.6212], [1.5726, 10.6768, -5.0517], [2.9505, 9.6788, -4.5469], [-3.6504, -3.8852, 0.3029], [-3.9198, -3.7109, 1.7050], [-3.0437, -2.7996, 2.3463], [-3.7522, -2.3681, 3.6299], [-4.7299, -1.3578, 3.3816], [-5.5515, -1.0580, 4.5503], [-6.7288, -0.3119, 3.9689], [-7.6586, -1.0697, 3.2039], [-8.7372, -0.3302, 2.7436], [-4.3032, -4.6660, -0.0874], [-2.6063, -4.1843, 0.2113], [-3.8042, -2.9581, -0.2493], [-2.9255, -1.8998, 1.7426], [-2.0386, -3.2138, 2.4257], [-2.9935, -1.9807, 4.3099], [-4.1537, -3.2842, 4.0630], [-5.3677, -1.8424, 2.7664], [-4.8376, -0.5041, 5.1599], [-5.8313, -1.9116, 5.1677], [-6.3802, 0.5669, 3.4265], [-7.2766, -0.0023, 4.8590], [-9.3048, -0.0001, 3.6136], [-9.3544, -1.0014, 2.1463], [-8.4713, 0.5291, 2.1278], [0.8798, -2.7134, -5.7299], [1.3430, -1.4131, -5.3531], [0.7502, -0.9468, -4.1546], [1.0920, 0.5368, -3.9536], [2.5016, 0.6345, -3.6693], [3.0551, 1.9309, -3.9659], [4.5954, 1.9319, -3.7769], [5.2097, 1.0930, -4.6864], [6.5981, 1.3127, -4.8079], [-0.1640, -2.7719, -6.0385], [0.9561, -3.4606, -4.9401], [1.4639, -2.8803, -6.6349], [1.0585, -1.5541, -3.3036], [-0.3356, -1.0345, -4.1911], [0.5940, 0.9484, -3.0758], [0.7617, 1.0675, -4.8466], [3.0879, 0.0326, -4.2296], [2.5910, 2.6792, -3.3235], [2.8132, 2.3076, -4.9597], [4.8798, 1.5166, -2.8101], [4.9717, 2.9509, -3.8669], [7.0593, 0.7929, -5.6476], [7.0565, 0.9369, -3.8932], [6.8225, 2.3788, -4.8428], [2.9314, 0.0149, 2.8466], [3.7770, -0.8024, 2.0905], [3.8028, -0.6333, 0.6568], [4.6627, -1.7190, 0.1001], [4.3265, -3.0092, 0.5719], [5.3032, -4.0081, 0.2630], [5.0225, -5.3870, 0.8596], [5.2976, -5.3003, 2.2618], [5.2182, -6.5523, 2.9202], [1.8900, -0.2300, 2.6377], [3.0859, 1.0693, 2.6175], [3.1252, -0.1884, 3.8998], [4.2713, 0.2882, 0.3111], [2.7851, -0.5887, 0.2689], [5.6335, -1.4093, 0.4870], [4.5804, -1.6870, -0.9863], [4.2951, -2.8761, 1.5726], [6.2312, -3.7012, 0.7455], [5.4373, -4.1349, -0.8113], [5.7049, -6.1146, 0.4203], [3.9886, -5.6653, 0.6556], [4.1578, -6.7309, 3.0983], [5.7439, -6.4081, 3.8641], [5.6443, -7.4017, 2.3863], [0.5437, -4.6259, -1.9009], [1.9595, -3.9350, -1.7490], [2.0041, -3.2077, -0.5596], [0.2067, -4.8880, -0.8980], [0.6843, -5.5754, -2.4174], [-0.1463, -4.0246, -2.4928], [2.4434, -3.4238, -2.5812], [2.6518, -4.7362, -1.4904], [2.9249, -3.0566, -0.3340], [-1.3252, -1.4037, -0.8143], [-0.4240, -0.2634, -0.3603], [-0.6006, -0.2268, 1.0360], [-2.3987, -1.2546, -0.6980], [-1.0283, -2.2616, -0.2111], [-1.1315, -1.6569, -1.8567], [-0.8463, 0.6447, -0.7905], [0.5980, -0.5458, -0.6132], [-0.4541, -1.1065, 1.3912]]
}